No. 1
{
  "formula": "ClFH3N2P",
  "method": "the ωB97M-V functional and the def2-TZVPD basis",
  "elements": ["H", "N", "P", "F", "N", "H", "Cl", "H"],
  "coordinates": [[-0.332, 0.674, -2.670], [-0.504, 0.178, -1.806], [0.520, -0.370, -0.751], [1.874, 0.487, -0.526], [0.461, -1.473, 0.369], [-0.366, -1.860, 0.580], [-0.799, 1.422, 3.124], [-1.254, 0.936, 4.099]],
  "forces_ev_per_a": [[0.356, 0.162, 0.338], [1.639, -1.478, 1.788], [-0.885, 0.562, 0.414], [-1.515, -1.368, -0.506], [4.236, 4.065, -2.551], [-3.833, -1.942, 0.531], [1.610, 1.727, -3.463], [-1.608, -1.728, 3.448]],
  "charge": 0,
  "gap_ev": 9.98,
  "e_above_lowest_kcal_mol": 51.3,
  "smiles": "[H]/N=P(\\F)=N/[H].Cl",
  "max_force_ev_per_a": 6.40,
  "total_energy_ha": -1012.7012,
  "homo_ev": -10.20
}



No. 2
{
  "formula": "ClFN2O2",
  "method": "the ωB97M-V functional and the def2-TZVPD basis",
  "elements": ["O", "N", "O", "N", "F", "Cl"],
  "coordinates": [[0.293, -0.672, 1.400], [0.423, -0.451, 0.263], [1.173, -0.743, -0.586], [-0.843, 0.351, -0.485], [-1.138, 1.218, 0.524], [-0.195, 1.250, -1.889]],
  "forces_ev_per_a": [[-0.085, -0.032, 0.930], [-1.517, 1.117, -2.562], [1.820, -1.125, -0.060], [0.590, -0.240, 0.478], [-0.407, 0.734, -0.204], [-0.401, -0.453, 1.417]],
  "charge": 0,
  "gap_ev": 10.47,
  "e_above_lowest_kcal_mol": 0.0,
  "smiles": "O=[N+]([O-])N(F)Cl",
  "max_force_ev_per_a": 3.18,
  "total_energy_ha": -819.8052,
  "homo_ev": -10.95
}



No. 3
{
  "formula": "ClFN2O3",
  "method": "the ωB97M-V functional and the def2-TZVPD basis",
  "elements": ["N", "N", "O", "O", "O", "F", "Cl"],
  "coordinates": [[0.704, -1.621, 1.312], [-0.977, 0.655, -0.809], [-0.280, 0.447, -1.694], [-1.489, 1.516, -0.239], [1.396, -1.163, 0.583], [-1.238, -0.664, -0.056], [1.885, 0.829, 0.902]],
  "forces_ev_per_a": [[0.091, -0.254, -0.122], [-0.123, -1.058, 1.772], [0.630, 0.113, -1.450], [-0.426, 0.828, -0.116], [-0.429, -1.593, 0.047], [-0.184, 0.217, -0.266], [0.441, 1.747, 0.135]],
  "charge": 0,
  "gap_ev": [8.96, 8.18],
  "e_above_lowest_kcal_mol": 31.9,
  "max_force_ev_per_a": 2.07,
  "total_energy_ha": -895.0075,
  "homo_ev": [-10.36, -9.95]
}



No. 4
{
  "formula": "ClFO2S",
  "method": "the ωB97M-V functional and the def2-TZVPD basis",
  "elements": ["O", "O", "F", "S", "Cl"],
  "coordinates": [[-0.865, -0.015, -0.462], [1.277, -1.109, 0.318], [1.277, 1.328, 0.266], [0.572, -0.116, -0.405], [-3.838, 0.093, 0.121]],
  "forces_ev_per_a": [[0.770, 0.192, 0.195], [0.125, -0.909, 0.242], [-1.460, -1.762, -1.130], [0.522, 2.482, 0.692], [0.043, -0.003, 0.001]],
  "charge": 0,
  "gap_ev": [8.34, 7.93],
  "e_above_lowest_kcal_mol": 64.5,
  "max_force_ev_per_a": 2.63,
  "total_energy_ha": -1108.5919,
  "homo_ev": [-12.26, -11.76]
}



No. 5
{
  "formula": "ClFeI3O4",
  "method": "the ωB97M-V functional and the def2-TZVPD basis",
  "elements": ["Fe", "I", "I", "I", "Cl", "O", "O", "O", "O"],
  "coordinates": [[4.724, -8.055, -16.899], [6.412, -6.022, -16.446], [2.177, -7.212, -16.913], [5.230, -9.909, -18.815], [4.360, -9.585, -13.586], [2.964, -9.363, -13.858], [4.812, -8.862, -12.388], [4.517, -11.015, -13.309], [5.072, -9.212, -14.798]],
  "forces_ev_per_a": [[-0.073, -0.143, 0.406], [-0.059, -0.183, -0.091], [0.161, -0.049, -0.102], [-0.014, 0.220, 0.231], [-1.607, -1.475, 1.443], [0.043, 0.550, 0.478], [-0.126, -0.158, -1.709], [0.658, 0.874, -0.482], [1.017, 0.364, -0.176]],
  "charge": -2,
  "gap_ev": [7.30, 7.14],
  "e_above_lowest_kcal_mol": 6.5,
  "max_force_ev_per_a": 2.62,
  "total_energy_ha": -2917.9070,
  "homo_ev": [-2.44, -2.30],
  "spin_multiplicity": 5
}



No. 6
{
  "formula": "ClH10O7V",
  "method": "the ωB97M-V functional and the def2-TZVPD basis",
  "elements": ["O", "V", "O", "Cl", "O", "H", "H", "O", "H", "H", "O", "H", "H", "O", "H", "H", "O", "H", "H"],
  "coordinates": [[3.062, -0.278, 1.162], [2.737, -0.658, -0.388], [2.549, -2.217, -0.428], [0.242, -0.010, -0.186], [-2.275, -0.505, -2.585], [-2.207, -1.156, -3.293], [-1.413, -0.524, -2.151], [1.243, 2.984, -0.984], [1.305, 2.641, -1.882], [0.660, 2.360, -0.529], [-2.862, 0.394, 1.797], [-2.121, 0.342, 2.413], [-2.454, 0.541, 0.935], [1.337, 1.839, 2.644], [0.602, 2.462, 2.604], [1.154, 1.192, 1.946], [-0.422, -3.180, -0.735], [-0.268, -2.406, -0.172], [-0.870, -3.817, -0.167]],
  "forces_ev_per_a": [[-0.170, -0.949, -3.799], [-2.552, -0.125, 4.564], [0.692, 1.526, -0.195], [2.012, -0.396, -0.463], [0.160, 0.084, -0.084], [-0.026, -0.002, 0.121], [-0.127, -0.101, 0.011], [0.231, -0.179, -0.026], [-0.202, 0.135, 0.015], [0.060, 0.073, -0.103], [0.179, 0.052, -0.013], [-0.076, -0.009, -0.076], [-0.091, -0.066, 0.082], [-0.170, -0.092, -0.160], [0.093, -0.053, -0.004], [0.040, 0.153, 0.189], [0.040, 0.111, 0.196], [-0.114, -0.240, -0.184], [0.022, 0.080, -0.072]],
  "charge": 0,
  "gap_ev": 7.76,
  "e_above_lowest_kcal_mol": 0.0,
  "max_force_ev_per_a": 5.23,
  "total_energy_ha": -1936.8277,
  "homo_ev": -11.22
}



No. 7
{
  "formula": "ClH12O6",
  "method": "the ωB97M-V functional and the def2-TZVPD basis",
  "elements": ["Cl", "O", "H", "H", "O", "H", "H", "O", "H", "H", "O", "H", "H", "O", "H", "H", "O", "H", "H"],
  "coordinates": [[-0.100, -0.520, 0.536], [0.983, -2.378, -2.070], [1.575, -1.628, -2.010], [0.392, -2.278, -1.324], [-1.955, 1.659, 1.832], [-1.446, 0.921, 1.496], [-2.858, 1.459, 1.586], [-0.592, 1.269, -2.136], [-0.264, 2.167, -2.152], [-0.247, 0.901, -1.323], [-2.282, -2.679, -1.340], [-1.517, -2.420, -0.827], [-2.720, -3.339, -0.802], [0.920, 2.332, 1.871], [0.166, 2.576, 2.408], [0.677, 1.489, 1.487], [3.273, -0.183, 0.983], [2.365, -0.048, 0.712], [3.631, 0.700, 1.074]],
  "forces_ev_per_a": [[0.167, -0.089, -0.074], [0.200, -0.536, -0.526], [0.007, 0.238, 0.175], [0.025, 0.337, 0.301], [-0.516, 0.816, 0.588], [0.499, -0.753, -0.464], [-0.126, -0.030, -0.085], [-0.158, 0.302, -0.730], [0.045, 0.197, 0.033], [0.034, -0.526, 0.698], [-0.323, -0.217, -0.355], [0.189, 0.470, 0.331], [-0.068, -0.122, 0.143], [0.665, 0.658, 0.204], [-0.324, -0.028, -0.016], [-0.228, -0.609, -0.256], [0.648, -0.162, -0.007], [-0.739, -0.165, -0.039], [0.006, 0.220, 0.079]],
  "charge": -1,
  "gap_ev": 9.72,
  "e_above_lowest_kcal_mol": 9.6,
  "max_force_ev_per_a": 1.13,
  "total_energy_ha": -918.9507,
  "homo_ev": -6.19
}



No. 8
{
  "formula": "ClH16O12",
  "method": "the ωB97M-V functional and the def2-TZVPD basis",
  "elements": ["Cl", "O", "O", "O", "O", "O", "H", "H", "O", "H", "H", "O", "H", "H", "O", "H", "H", "O", "H", "H", "O", "H", "H", "O", "H", "H", "O", "H", "H"],
  "coordinates": [[-0.072, -0.316, 0.431], [0.756, -1.454, 0.083], [-1.019, -0.091, -0.651], [-0.762, -0.499, 1.643], [0.782, 0.866, 0.503], [-2.719, -0.547, 3.727], [-1.952, -0.724, 3.181], [-3.167, 0.174, 3.284], [-1.327, 0.857, -3.471], [-0.959, 0.243, -2.835], [-2.270, 0.689, -3.447], [1.486, 3.422, 2.508], [1.139, 2.657, 2.049], [0.739, 3.765, 3.000], [0.144, -2.693, -3.303], [0.501, -2.179, -2.578], [-0.146, -3.510, -2.898], [1.860, 1.019, -2.864], [1.079, 1.502, -3.134], [1.963, 1.229, -1.936], [-0.385, -3.472, 1.860], [-0.479, -2.958, 2.662], [-0.172, -2.828, 1.186], [-1.435, 2.725, 2.352], [-1.232, 1.852, 2.016], [-1.510, 3.272, 1.569], [3.400, -1.148, -1.743], [2.909, -0.460, -2.191], [2.846, -1.395, -1.002]],
  "forces_ev_per_a": [[0.948, -1.473, 0.460], [-0.787, 1.244, 0.071], [0.468, 0.558, -0.152], [0.165, 0.141, -0.061], [-0.520, -0.090, -0.742], [-0.017, -0.175, 0.217], [-0.049, -0.052, 0.082], [-0.175, 0.236, -0.037], [0.252, 0.327, 0.053], [0.094, -0.312, -0.082], [-0.267, -0.008, -0.106], [0.491, 0.111, -0.134], [-0.113, -0.046, 0.048], [-0.282, -0.021, 0.132], [-0.219, 0.198, -0.138], [0.336, 0.097, 0.095], [-0.066, -0.291, 0.055], [0.037, -0.277, 0.179], [-0.352, 0.144, -0.360], [0.136, 0.388, 0.285], [-0.085, -0.253, -0.073], [-0.058, 0.006, 0.292], [0.113, -0.231, -0.008], [-0.033, -0.004, 0.191], [-0.040, -0.260, 0.081], [-0.088, 0.279, -0.232], [0.209, -0.178, 0.241], [-0.118, 0.112, -0.541], [0.019, -0.169, 0.183]],
  "charge": 0,
  "gap_ev": [11.02, 3.92],
  "e_above_lowest_kcal_mol": 0.0,
  "max_force_ev_per_a": 1.81,
  "total_energy_ha": -1372.2412,
  "homo_ev": [-11.60, -11.60],
  "spin_multiplicity": 2
}



No. 9
{
  "formula": "ClH22O15",
  "method": "the ωB97M-V functional and the def2-TZVPD basis",
  "elements": ["Cl", "O", "O", "O", "O", "O", "H", "H", "O", "H", "H", "O", "H", "H", "O", "H", "H", "O", "H", "H", "O", "H", "H", "O", "H", "H", "O", "H", "H", "O", "H", "H", "O", "H", "H", "O", "H", "H"],
  "coordinates": [[-0.849, 0.660, -0.438], [-0.710, -0.273, 0.758], [-1.255, -0.180, -1.654], [-1.908, 1.731, -0.159], [0.453, 1.356, -0.652], [-2.585, -2.733, -1.544], [-3.287, -2.567, -0.933], [-2.063, -1.985, -1.580], [-0.069, -1.997, -3.209], [-0.739, -1.347, -2.995], [-0.561, -2.763, -3.498], [2.071, 1.769, 2.120], [1.258, 2.249, 2.015], [2.340, 1.576, 1.224], [3.294, 1.344, -0.194], [2.829, 0.632, -0.629], [4.102, 0.885, 0.050], [-0.747, 3.116, 2.217], [-1.036, 2.687, 1.429], [-0.963, 4.068, 2.099], [2.273, -0.801, -1.589], [1.610, -0.452, -2.184], [1.783, -1.521, -1.186], [1.592, 4.450, 0.278], [1.045, 4.987, 0.855], [0.946, 3.954, -0.167], [-4.100, 0.219, 0.769], [-3.141, 0.359, 0.674], [-4.457, 1.024, 1.102], [-1.613, -2.519, 1.850], [-1.263, -1.973, 1.146], [-0.844, -3.017, 2.140], [0.676, -2.660, -0.696], [0.227, -2.461, -1.507], [0.515, -3.516, -0.323], [1.855, -1.406, 1.791], [1.199, -0.772, 1.432], [2.123, -2.122, 1.187]],
  "forces_ev_per_a": [[0.745, 0.246, 0.515], [-0.693, 2.428, -2.714], [0.629, 2.219, 2.553], [2.181, -2.558, -0.656], [-2.663, -1.372, -0.036], [-1.069, -3.071, -0.803], [-0.497, 0.323, 0.648], [1.451, 2.705, 0.303], [0.348, -0.245, -0.240], [-0.190, 0.568, 0.018], [-0.215, -0.385, -0.229], [-0.058, -0.228, 1.101], [-0.625, 0.491, 0.172], [0.559, -0.046, -0.641], [0.853, 0.383, -0.009], [-0.802, -0.718, -0.669], [0.222, 0.229, 0.264], [0.248, 1.756, 1.099], [-0.603, -0.602, -1.162], [0.181, -1.144, 0.076], [0.505, 0.428, -0.441], [-0.029, 0.394, -0.377], [0.156, -0.560, 0.616], [0.998, 1.413, 0.827], [0.235, 0.142, 0.288], [-1.166, -1.562, -1.206], [0.475, -1.347, -0.402], [-0.709, 0.206, 0.194], [-0.169, 0.990, 0.348], [-0.232, -0.799, 0.344], [0.091, 0.396, -0.275], [0.044, 0.058, 0.157], [1.049, 0.386, 1.523], [-0.826, -0.540, -1.086], [-0.547, -0.509, -0.253], [0.302, -0.295, 0.446], [0.637, -0.879, -0.246], [-0.814, 1.096, -0.048]],
  "charge": -1,
  "gap_ev": 9.34,
  "e_above_lowest_kcal_mol": 25.0,
  "max_force_ev_per_a": 3.71,
  "total_energy_ha": -1601.8083,
  "homo_ev": -6.68
}